Entry from OMol25: C4H8N4 as an isolated structure (ωB97M-V/def2-TZVPD).

## Properties
- F_max (eV Å⁻¹) = 6.4
- highest occupied orbital energy (eV) = -7.894
- ΔE to the lowest compared entry with this formula, charge and spin (kcal per mole) = 190.9
- Kohn-Sham gap (eV) = 8.841

ORCA input file:
```
! RIJCOSX wB97M-V def2-TZVPD def2/J DEFGRID3
* xyz 0 1
C 1.02720 0.09956 -0.67719
C -1.30935 0.08465 0.69995
C -0.16969 -0.75123 0.61032
C 0.98058 0.34219 0.72075
H 2.08187 -1.22626 -2.26817
H 0.03481 1.27672 -2.07847
H -2.06216 1.08736 -1.36997
H -1.08338 0.69987 1.45459
H -2.27309 -0.50024 0.98412
H -0.20194 -1.47453 -0.16194
H 0.73971 -0.96189 2.68513
H 0.90117 1.43339 1.07881
N 1.94724 -0.60283 -1.25641
N -0.18820 0.44126 -1.41200
N -1.28970 0.94693 -0.56308
N 0.86493 -0.89494 1.55357
*
```